(1)
C14H25BaN3OP2S as an isolated structure in a non-equilibrium geometry. Source: the OMol25 dataset; level of theory: wB97M-V/def2-TZVPD.

Structure (XYZ):
```
47
Properties=species:S:1:pos:R:3:forces:R:3:lowdin_charge:R:1
Ba 0.8035 -0.6002 -0.2147 -0.80 -0.18 0.48 1.571
P 2.0038 1.5729 -2.6702 -0.25 -0.56 -0.68 0.810
P -0.6441 -3.5962 0.0646 -0.39 1.09 0.57 0.728
N -0.2172 1.8630 0.2186 1.53 0.96 0.31 -0.156
N -1.2483 -0.2542 1.3413 -0.05 0.49 0.21 -0.271
H -1.3197 3.1178 1.5480 0.30 -0.31 0.00 0.134
H -1.9561 0.9679 2.9825 0.02 0.05 -0.52 0.126
H -0.0466 2.1207 2.3345 -0.04 0.16 -0.67 0.121
C -0.8241 2.1277 1.5409 -0.03 0.01 0.17 -0.201
H -2.7843 1.2564 1.4143 0.26 -0.22 0.22 0.111
C -1.8083 1.0129 1.8834 0.05 -0.78 -0.56 -0.232
H 0.5494 3.7388 0.3031 0.62 -0.29 -0.57 0.137
H -2.6595 -1.2532 2.4680 0.35 -0.32 -0.43 0.121
C 0.6121 2.7824 -0.2610 -1.53 0.25 0.81 -0.235
C -1.8623 -1.3725 1.6986 0.04 -0.67 0.20 -0.341
C 1.4025 2.7399 -1.4300 -0.12 1.18 0.94 -0.355
C -1.6304 -2.6948 1.2800 -0.72 -0.06 0.61 -0.494
H 1.7651 3.7614 -1.6277 0.15 -0.60 -0.07 0.064
H -2.2505 -3.4081 1.8424 0.33 0.27 -0.33 0.020
H -0.8527 -2.7451 -1.1077 0.53 -0.23 0.38 -0.157
H 0.7013 -3.0771 0.3698 -0.30 -0.38 -0.39 -0.215
H 0.8294 0.7497 -2.8721 0.48 0.23 0.33 -0.102
H 2.7516 0.6049 -1.8892 -0.40 0.40 -0.05 -0.163
H -3.1546 -0.1903 -0.3702 -0.08 -0.11 -0.12 0.115
C -2.9746 0.0834 -1.4164 0.24 -0.45 0.28 -0.496
C -3.1691 -1.1204 -2.3061 -0.09 -0.35 -0.36 -0.046
C -3.8711 1.2440 -1.7787 -0.10 0.36 -0.30 -0.047
O -1.5678 0.3899 -1.5231 0.52 1.09 0.26 -0.231
H -4.2130 -1.4529 -2.3214 0.16 0.15 0.00 0.093
H -2.8592 -0.8780 -3.3393 -0.16 -0.10 0.40 0.097
H -2.5697 -1.9681 -1.9474 -0.14 0.26 -0.12 0.043
H -3.7555 2.0726 -1.0684 0.08 -0.05 -0.19 0.075
H -3.6655 1.6042 -2.8028 -0.08 -0.11 0.42 0.094
H -4.9257 0.9358 -1.7245 0.32 0.02 -0.05 0.093
H -1.2987 1.1287 -0.8909 -0.75 -1.20 -0.90 0.018
S 2.3842 -0.0320 2.5802 -0.35 0.22 -0.20 0.571
C 3.5998 -0.8318 1.7445 0.48 0.69 -0.50 -0.869
N 4.3323 -0.1433 0.7757 0.04 -0.64 -0.20 0.029
C 5.3326 -0.6900 0.0208 0.07 -0.87 0.61 -0.053
C 5.7279 -1.9988 0.2674 0.16 0.99 -0.90 -0.051
C 5.0129 -2.7481 1.2101 -1.09 0.06 0.80 -0.019
C 3.9471 -2.1799 1.9264 1.27 -0.73 -0.67 -0.080
H 4.1101 0.8413 0.6479 -0.03 -0.23 0.21 0.134
H 5.7526 -0.0501 -0.7547 0.05 -0.19 0.35 0.136
H 6.5609 -2.4332 -0.3016 -0.54 0.26 0.29 0.124
H 5.2647 -3.8050 1.3599 -0.08 0.51 0.04 0.130
H 3.3859 -2.7338 2.6669 0.07 -0.06 -0.11 0.116
```
Forces are in eV/Å.

Summary:
Charge   +1
HOMO-LUMO gap (spin up / spin down)   5.948 / 3.842 eV
2S+1   2
<S²>   0.786
E_HOMO (spin up / spin down)   -9.55 / -9.49 eV

---

(2)
C14H25Br3F5N3O3P as an isolated structure in a non-equilibrium geometry. Source: the OMol25 dataset; level of theory: wB97M-V/def2-TZVPD.

Structure (XYZ):
```
54
Properties=species:S:1:pos:R:3:forces:R:3:lowdin_charge:R:1
C 1.8227 4.2734 -0.6589 -0.18 -0.12 -0.13 -0.057
C 2.4943 3.0066 -0.1803 -0.08 -0.04 -0.18 -0.249
O 1.5519 2.1605 0.5442 0.09 0.10 -0.26 -0.229
P 1.6412 2.1666 2.1375 0.06 0.55 0.63 0.455
O 2.2420 3.3781 2.7347 -0.41 -0.80 -0.55 -0.237
C 2.5181 0.6579 2.5447 -0.07 -0.07 -0.08 -0.195
C 2.2019 -0.6601 1.8235 0.10 -0.08 0.11 -0.193
C 0.7308 -1.0494 1.6846 0.10 -0.05 0.17 -0.147
N 0.6270 -2.3740 1.0587 -0.22 0.18 -0.80 0.133
C 0.5126 -2.6705 -0.2199 -0.50 0.42 0.05 -0.277
N 0.4785 -4.0421 -0.5184 0.05 0.69 -0.50 0.068
C 1.1177 -4.2987 -1.8331 -0.17 0.19 0.15 -0.143
C 0.3802 -3.5141 -2.8994 0.04 0.02 0.11 -0.107
C 0.6006 -2.0317 -2.6206 -0.26 -0.03 0.12 -0.153
C -0.2296 -1.1391 -3.5836 -0.21 -0.01 -1.11 -0.328
F -1.1133 -1.9038 -4.3281 1.01 0.82 0.68 0.111
F 0.6594 -0.5290 -4.4582 -1.05 -0.71 0.81 0.113
C -1.0761 -0.0196 -2.9365 -0.63 0.45 0.45 -0.471
F -0.2410 0.7966 -2.2274 -0.75 -0.39 -0.70 0.138
F -1.9576 -0.5660 -2.0371 0.73 0.74 -1.27 0.136
F -1.7431 0.6916 -3.8776 0.88 -0.88 1.47 0.184
N 0.3741 -1.7072 -1.1806 1.35 -1.05 0.54 0.177
O 0.1564 1.7954 2.5711 0.08 -0.14 -0.42 -0.215
C -0.9401 2.6507 2.1624 -0.25 0.40 0.32 -0.225
C -1.9696 1.8854 1.3539 0.41 -0.48 0.06 -0.071
H 1.1337 4.6509 0.0951 0.14 0.07 0.10 0.076
H 1.2563 4.0981 -1.5729 -0.06 -0.02 0.00 0.076
H 2.5674 5.0376 -0.8657 0.05 0.07 0.00 0.086
H 3.3417 3.2313 0.4593 0.04 0.04 0.17 0.108
H 2.8462 2.4017 -1.0155 0.00 0.00 -0.01 0.114
H 2.4151 0.5447 3.6214 0.10 -0.03 0.15 0.108
H 3.5551 0.9210 2.3346 0.14 -0.09 0.20 0.107
H 2.6577 -1.4571 2.4143 0.16 -0.04 -0.05 0.118
H 2.7032 -0.6991 0.8536 -0.12 0.16 -0.12 0.112
H 0.1229 -0.3360 1.1410 -0.03 0.14 -0.15 0.101
H 0.3007 -1.1583 2.6776 -0.18 0.14 0.00 0.142
H 0.6527 -3.1768 1.6634 0.18 -0.28 0.06 0.169
H -0.4954 -4.3277 -0.5688 -0.05 -0.28 0.30 0.151
H 1.1147 -5.3697 -2.0003 -0.01 -0.05 -0.06 0.133
H 2.1475 -3.9552 -1.7601 0.20 -0.19 0.03 0.133
H -0.6763 -3.7673 -2.8375 -0.14 0.05 -0.17 0.133
H 0.7226 -3.7366 -3.9095 0.02 -0.02 0.04 0.144
H 1.6415 -1.7941 -2.8396 0.03 0.09 -0.06 0.168
H 0.8187 -0.8341 -0.9166 -0.41 0.26 0.05 0.143
H -1.3721 3.0443 3.0795 0.02 -0.06 0.07 0.126
H -0.5500 3.5003 1.6095 0.08 0.10 -0.08 0.104
H -2.9858 2.1163 1.6464 -0.13 0.23 -0.03 0.022
H -1.8355 0.8218 1.5539 -0.10 -0.07 0.03 0.050
H -1.8472 2.0364 0.2860 -0.02 0.05 -0.15 0.075
C -6.2604 0.1781 2.0543 -0.06 0.07 -0.02 -1.641
Br -7.6979 0.3935 0.8064 0.00 0.00 -0.02 0.599
Br -4.7594 -0.7238 1.2434 0.04 -0.02 -0.01 0.554
Br -5.7441 1.8567 2.8370 0.01 -0.02 0.01 0.599
H -6.6124 -0.4543 2.8543 0.00 -0.04 0.04 -0.029
```
Forces are in eV/Å.

Summary:
Charge   +1
HOMO-LUMO gap   9.092 eV
2S+1   1
E_HOMO   -12.27 eV

---

(3)
C14H25Cl2N2OP2V as an isolated structure in a non-equilibrium geometry. Source: the OMol25 dataset; level of theory: wB97M-V/def2-TZVPD.

Structure (XYZ):
```
47
Properties=species:S:1:pos:R:3:forces:R:3:lowdin_charge:R:1
C -0.9270 0.0139 -3.4005 0.16 0.26 -0.66 -0.030
C -1.1336 -0.2176 -1.9066 -4.40 -1.18 -0.60 -0.366
H -1.9008 0.1775 -3.8702 0.08 -0.05 0.19 0.121
H -0.4598 -0.8803 -3.8260 -0.06 -0.07 0.25 0.101
H -0.2371 0.8341 -3.6015 -0.15 -0.12 0.23 0.047
O -2.2349 -0.5689 -1.5121 3.13 0.92 -0.48 0.191
Cl 2.0614 -0.1158 -2.3884 -1.74 0.28 1.83 0.236
V 0.4531 0.0258 -0.6003 4.50 0.42 1.55 0.319
P 0.7370 -2.3186 -0.4847 0.31 -2.48 -0.04 0.722
C -0.4107 -3.1533 0.6640 -0.06 0.23 -0.04 -0.205
C 0.4962 -3.1844 -2.0728 -0.04 0.31 0.03 -0.229
H 0.7222 -4.2500 -1.9647 -0.06 0.18 0.04 0.076
H 2.5597 -3.8733 -0.1097 -0.11 0.16 0.04 0.077
H 1.1683 -2.7382 -2.8100 -0.06 -0.16 0.03 0.031
H 3.1294 -2.2132 -0.4992 0.03 -0.16 0.08 0.038
H -1.4393 -2.9034 0.3887 0.04 -0.11 0.08 0.060
H -0.5388 -3.0622 -2.4024 0.06 -0.14 -0.03 0.054
C 2.4017 -2.8036 0.0623 -0.06 0.35 -0.06 -0.241
H -0.2758 -4.2389 0.6279 0.04 0.17 -0.06 0.080
H 2.5070 -2.5579 1.1212 0.08 -0.11 -0.11 0.041
H -0.2200 -2.7977 1.6802 -0.08 -0.27 -0.17 0.036
P 0.5253 2.3952 -0.7103 0.11 2.44 -0.38 0.725
C -0.6165 3.1713 0.4831 -0.01 -0.23 -0.03 -0.218
C 2.1588 3.0753 -0.2887 -0.04 -0.07 -0.04 -0.280
H 0.7698 2.8410 -3.0854 0.02 0.08 0.06 0.054
H 0.1457 4.2693 -2.2230 0.00 -0.20 0.06 0.074
H -0.9327 2.8922 -2.5848 0.05 0.17 -0.01 0.052
C 0.0846 3.1792 -2.3048 -0.07 -0.35 0.04 -0.227
H 2.9369 2.4423 -0.7191 -0.02 0.18 0.02 0.029
H 2.2467 4.1004 -0.6633 -0.10 -0.15 0.04 0.075
H -0.5830 4.2614 0.3912 0.08 -0.17 0.01 0.080
H -0.3077 2.8657 1.4864 -0.09 0.15 -0.04 0.061
H 2.2541 3.0517 0.7998 0.08 0.08 -0.21 0.033
H -1.6369 2.8237 0.2996 0.15 0.28 0.03 0.038
Cl 2.3551 0.3603 1.0694 -1.49 -0.42 -1.49 0.232
N 0.5072 -1.3572 5.6524 -0.80 0.57 -1.31 0.226
C -0.0692 -0.9497 4.7308 0.68 -0.59 0.99 -0.133
C -0.7766 -0.4536 3.5753 0.22 0.19 -0.34 -0.169
C -2.0389 0.1071 3.6801 -0.53 0.25 -0.31 0.058
C -2.6690 0.5799 2.5282 0.69 -0.19 -0.54 0.026
C -2.0109 0.5171 1.2847 0.20 -0.41 1.83 -0.101
N -0.7436 0.0117 1.1857 -0.02 -0.42 0.55 -0.072
C -0.1599 -0.4875 2.3296 -1.09 0.30 0.03 -0.151
H -2.5273 0.1656 4.6453 -0.04 0.03 -0.05 0.150
H -3.6576 1.0095 2.6060 -0.01 0.00 -0.18 0.132
H -2.5186 0.9022 0.4189 0.17 -0.11 -0.28 0.104
H 0.8070 -0.9489 2.3162 0.23 0.16 -0.53 0.042
```
Forces are in eV/Å.

Summary:
Charge   +2
HOMO-LUMO gap (spin up / spin down)   6.340 / 5.698 eV
2S+1   3
<S²>   2.026
E_HOMO (spin up / spin down)   -16.23 / -16.22 eV

---

(4)
C14H25Cl2NO6S2 as an isolated structure in a non-equilibrium geometry. Source: the OMol25 dataset; level of theory: wB97M-V/def2-TZVPD.

Structure (XYZ):
```
50
Properties=species:S:1:pos:R:3:forces:R:3:lowdin_charge:R:1
C -2.8408 2.4213 3.4533 0.63 -0.29 -0.03 0.178
C -3.6029 1.7566 2.8183 -0.37 0.24 -0.88 -0.064
C -4.4466 0.7707 2.1548 0.42 -1.83 1.82 -0.475
C -3.7359 -0.2248 1.2316 1.35 0.72 -1.14 -0.116
C -2.6625 0.4313 0.3170 -0.54 0.10 -0.18 -0.167
C -2.6063 -0.2975 -1.0325 0.23 0.15 0.22 -0.219
C -2.3417 -1.8075 -0.9532 -0.53 -0.13 0.19 -0.243
S -0.5687 -2.1500 -0.8027 0.25 0.87 -1.21 0.334
O -0.1643 -2.8102 -1.9993 -0.04 -0.77 0.13 -0.331
O 0.0992 -0.9245 -0.4992 -0.05 0.03 0.74 -0.351
Cl -0.2565 -3.4046 0.7932 -0.39 0.18 -0.27 0.375
O -5.6697 1.2828 1.5907 -0.43 -0.71 -0.03 -0.111
S -6.8146 0.1229 1.7347 -1.11 -0.64 -0.53 0.641
O -7.1581 -0.4342 0.4808 1.00 -0.23 -0.44 -0.204
O -7.9146 0.5718 2.5035 0.53 0.69 0.78 -0.199
O -5.9383 -0.9596 2.5916 -0.13 0.63 -0.24 -0.186
C -5.0595 -0.0883 3.3238 -0.84 1.43 -0.01 -0.716
Cl -3.9965 -0.8026 4.4965 -0.22 -0.43 -0.58 0.777
H -1.9903 2.8272 3.9525 -0.29 0.35 0.09 0.053
H -4.4476 -0.7247 0.5709 -0.26 0.16 0.31 0.116
H -3.2245 -1.0072 1.7990 -0.32 0.15 0.32 0.119
H -2.9566 1.4664 0.1069 0.07 -0.08 0.03 0.125
H -1.6913 0.4784 0.8120 -0.06 -0.10 -0.07 0.113
H -1.8645 0.1435 -1.7037 -0.02 0.05 0.18 0.117
H -3.5703 -0.1413 -1.5310 0.03 -0.28 0.07 0.127
H -2.8803 -2.3242 -0.1554 0.13 0.17 0.06 0.089
H -2.6747 -2.2584 -1.8900 0.46 -0.24 0.07 0.108
H -5.7355 0.6141 3.8301 0.46 -0.21 0.57 0.119
C 5.0038 2.6910 -1.8400 -0.02 0.02 -0.02 -0.093
C 5.3169 1.3648 -1.1633 0.04 0.03 -0.20 -0.279
N 4.1597 0.7245 -0.5661 -0.07 -0.04 0.17 -0.197
C 4.5072 -0.4139 0.2684 0.09 -0.02 0.24 -0.248
C 5.1432 -1.6382 -0.4010 -0.04 -0.13 0.05 -0.087
C 3.0200 0.5236 -1.4487 -0.16 0.15 -0.18 -0.244
C 3.2325 -0.3231 -2.7106 -0.14 -0.06 -0.03 -0.077
H 4.5552 3.3936 -1.1358 -0.05 -0.04 -0.01 0.078
H 5.9255 3.1347 -2.2197 0.00 -0.01 0.02 0.071
H 4.3297 2.5711 -2.6889 0.00 0.01 0.01 0.063
H 6.0454 1.5604 -0.3713 -0.04 -0.14 0.07 0.116
H 5.8204 0.7132 -1.8947 0.06 0.03 -0.01 0.099
H 3.6134 -0.7347 0.8114 -0.08 0.05 -0.11 0.111
H 5.1951 -0.0560 1.0421 0.03 0.09 -0.08 0.108
H 4.4086 -2.2352 -0.9393 0.02 0.04 -0.07 0.054
H 5.5799 -2.2873 0.3616 0.00 0.03 0.01 0.069
H 5.9420 -1.3660 -1.0915 -0.01 0.02 0.00 0.065
H 2.6501 1.5053 -1.7569 0.12 0.04 0.02 0.101
H 2.1989 0.0966 -0.8716 0.16 -0.05 0.10 0.084
H 4.1764 -0.0994 -3.2105 0.01 0.02 0.02 0.067
H 2.4298 -0.1248 -3.4247 0.01 0.01 0.01 0.072
H 3.2002 -1.3897 -2.4939 0.09 -0.01 -0.02 0.055
```
Forces are in eV/Å.

Summary:
HOMO-LUMO gap   7.770 eV
2S+1   1
E_HOMO   -7.93 eV